P.
{"formula": "C3H8NO", "method": "ωB97M-V with the def2-TZVPD basis set", "species": ["C", "N", "H", "H", "H", "H", "C", "C", "O", "H", "H", "H", "H"], "coordinates": [[1.845, 1.451, -1.248], [1.626, 0.326, -0.497], [1.724, 1.333, -2.320], [1.778, 2.426, -0.788], [1.024, 0.208, 0.299], [2.252, -0.460, -0.553], [-1.813, 0.425, 0.831], [-1.587, -0.831, 0.474], [-0.297, -1.353, 0.464], [-2.738, 0.833, 1.218], [-1.124, 1.241, 0.630], [-2.352, -1.595, 0.572], [-0.240, -2.092, 1.078]], "charge": 0, "homo_energy_ev": [-6.577, -9.227], "lumo_energy_ha": [0.024, 0.024], "spin_multiplicity": 2, "homo_lumo_gap_ev": [7.243, 9.886]}

Q.
{"formula": "C3H8NO", "method": "ωB97M-V with the def2-TZVPD basis set", "species": ["C", "N", "H", "H", "H", "H", "C", "C", "O", "H", "H", "H", "H"], "coordinates": [[1.550, -2.134, -0.637], [0.476, -1.564, -1.089], [2.294, -1.595, -1.130], [1.501, -3.035, 0.036], [-0.196, -0.956, -0.549], [0.155, -1.898, -2.018], [-0.755, 2.051, 1.513], [-0.348, 1.363, 0.372], [-1.263, 0.506, -0.163], [-0.046, 2.760, 1.968], [-1.812, 1.992, 1.972], [0.619, 1.617, -0.164], [-2.175, 0.893, -0.112]], "charge": 0, "homo_energy_ev": [-7.269, -8.248], "lumo_energy_ha": [0.028, 0.028], "spin_multiplicity": 2, "homo_lumo_gap_ev": [8.029, 9.002]}

What is the stability order? It is P, Q, from most stable to least stable.

P.
{"formula": "CH2ClFP2", "method": "ωB97M-V with the def2-TZVPD basis set", "species": ["F", "P", "P", "C", "Cl", "H", "H"], "coordinates": [[0.024, 0.822, -1.973], [-1.154, 0.209, -1.003], [-0.617, 0.738, 1.132], [0.025, -0.754, -0.001], [0.124, -2.380, 0.650], [0.553, 1.842, 1.504], [1.044, -0.477, -0.309]], "charge": 0, "smiles": "FP1#[PH][C@H]1Cl", "homo_energy_ev": -9.455, "lumo_energy_ha": -0.008, "spin_multiplicity": 1, "homo_lumo_gap_ev": 9.235}

Q.
{"formula": "CH2ClFP2", "method": "ωB97M-V with the def2-TZVPD basis set", "species": ["F", "P", "P", "C", "Cl", "H", "H"], "coordinates": [[-2.888, 0.878, -0.271], [-2.279, -0.556, 0.396], [-0.268, 0.032, 0.200], [1.307, -0.477, -0.454], [2.709, 0.383, 0.337], [0.024, 1.362, 0.108], [1.395, -1.622, -0.316]], "charge": 0, "smiles": "FP=[PH]=CCl", "homo_energy_ev": [-8.380, -8.347], "lumo_energy_ha": [-0.056, -0.052], "spin_multiplicity": 1, "homo_lumo_gap_ev": [6.854, 6.936]}

What is the stability order? It is P, Q, from most stable to least stable.

P.
{"formula": "C4H6O2S", "method": "ωB97M-V with the def2-TZVPD basis set", "species": ["C", "O", "C", "C", "O", "C", "S", "H", "H", "H", "H", "H", "H"], "coordinates": [[2.241, 0.151, 0.264], [1.471, -0.897, -0.536], [0.212, -0.668, -0.479], [-0.350, 0.569, -0.552], [-1.736, 0.579, -0.575], [-2.572, -0.032, 0.309], [-4.142, -0.334, -0.193], [2.582, 1.010, -0.558], [3.153, -0.496, 0.644], [1.525, 0.580, 1.080], [-0.513, -1.655, -0.270], [0.015, 1.636, -0.358], [-1.886, -0.442, 1.224]], "charge": 0, "smiles": "CO/C=C/OC=S", "homo_energy_ev": -8.835, "lumo_energy_ha": 0.006, "spin_multiplicity": 1, "homo_lumo_gap_ev": 8.997}

Q.
{"formula": "C4H6O2S", "method": "ωB97M-V with the def2-TZVPD basis set", "species": ["C", "C", "C", "C", "H", "H", "H", "H", "H", "H", "O", "O", "S"], "coordinates": [[1.704, -0.225, 1.234], [-0.437, -0.046, -0.912], [-1.363, 0.903, -0.163], [-0.794, -1.438, -0.397], [2.666, -0.935, 1.345], [1.720, 0.960, 1.720], [0.479, -0.745, 1.617], [-0.448, 0.178, -2.027], [-2.580, 1.113, -0.423], [-0.547, -2.424, -0.831], [-0.950, 1.772, 0.547], [-1.481, -1.272, 0.740], [1.469, 0.168, -0.642]], "charge": 0, "homo_energy_ev": -9.267, "lumo_energy_ha": -0.016, "spin_multiplicity": 1, "homo_lumo_gap_ev": 8.842}

What is the stability order? It is P, Q, from most stable to least stable.

P.
{"formula": "C4H6O2S", "method": "ωB97M-V with the def2-TZVPD basis set", "species": ["O", "S", "O", "C", "C", "C", "C", "H", "H", "H", "H", "H", "H"], "coordinates": [[-3.586, -0.957, -0.034], [-2.396, -0.231, 0.319], [-2.600, 1.116, 0.733], [-1.029, -0.485, -0.612], [0.254, 0.487, -0.044], [1.383, -0.242, 0.671], [1.568, 0.356, -0.683], [-0.595, -1.495, -0.542], [-0.264, 1.404, 0.224], [1.503, -1.218, 0.974], [1.999, 0.404, 1.256], [2.263, 1.129, -0.665], [1.502, -0.268, -1.598]], "charge": 0, "smiles": "O=S(=O)=CC1CC1", "homo_energy_ev": [-9.784, -9.783], "lumo_energy_ha": [-0.052, -0.052], "spin_multiplicity": 1, "homo_lumo_gap_ev": [8.364, 8.363]}

Q.
{"formula": "C4H6O2S", "method": "ωB97M-V with the def2-TZVPD basis set", "species": ["C", "C", "C", "C", "H", "H", "H", "H", "H", "H", "O", "O", "S"], "coordinates": [[0.635, -1.588, 2.683], [0.238, -0.913, 1.426], [0.907, 0.859, -0.012], [-1.520, 0.606, -1.514], [1.839, -1.400, 3.299], [-0.143, -2.280, 3.345], [-0.928, -1.006, 0.705], [1.793, 1.358, -0.564], [0.243, 1.571, 0.186], [-2.182, 0.512, -2.461], [1.301, -0.088, 0.920], [-1.959, 1.194, -0.574], [0.193, -0.087, -1.423]], "charge": 0, "homo_energy_ev": -8.864, "lumo_energy_ha": 0.023, "spin_multiplicity": 1, "homo_lumo_gap_ev": 9.481}

R.
{"formula": "C4H6O2S", "method": "ωB97M-V with the def2-TZVPD basis set", "species": ["C", "C", "C", "C", "O", "O", "S", "H", "H", "H", "H", "H", "H"], "coordinates": [[1.447, -0.517, -0.262], [-0.637, -0.297, -0.418], [2.198, 0.490, 0.067], [-1.368, -1.108, 0.575], [-2.400, 1.625, -0.324], [-0.272, 2.105, -1.503], [-0.994, 1.345, -0.517], [1.669, -1.538, -0.494], [1.832, 1.489, 0.252], [3.272, 0.366, 0.154], [-0.719, -1.787, 1.127], [-2.130, -1.695, 0.054], [-1.897, -0.478, 1.290]], "charge": 0, "homo_energy_ev": [-9.330, -9.334], "lumo_energy_ha": [-0.044, -0.044], "spin_multiplicity": 1, "homo_lumo_gap_ev": [8.120, 8.124]}

What is the stability order? It is P, Q, R, from most stable to least stable.